This record from the Open Molecules 2025 dataset describes 12 unconnected molecules or ions with the total composition C16H56O12 at a distorted geometry. The level of theory is ωB97M-V/def2-TZVPD.

Relative energy (zero: lowest compared OMol25 entry of this formula, charge and spin)   4.788 eV
Energy   -1545.78395 a.u.
Net charge   0
Maximum force   3.6 eV/A
Structure (SMILES)   CC(C)O.CC(C)O.CO.CO.CO.CO.CO.CO.CO.CO.CO.CO
Kohn-Sham gap   10.33 eV

Cartesian coordinates (Å):
H  1.76548  3.31682  -1.10029
H  -3.86632  -1.62889  2.87331
C  0.43926  -0.01073  -0.01726
H  4.98662  -4.16163  -4.69664
C  -1.07503  0.15996  0.28951
H  0.55971  3.06818  2.32823
H  -1.41890  0.90639  -0.42652
C  -5.10189  2.59360  2.44777
H  3.84791  -4.84922  -3.56006
H  -0.57296  0.29081  -4.04348
H  -1.33080  2.28586  -3.07055
H  2.97963  0.93682  0.99181
C  3.29214  1.59558  1.80204
C  4.01154  -3.08895  0.58061
H  2.72114  1.98859  -5.58682
H  0.32893  3.11441  -0.13930
H  -1.30767  0.33487  1.33993
O  0.75158  -0.93385  0.95143
H  -4.63843  1.63259  2.67083
H  2.52098  0.96803  -4.14425
C  0.77526  3.73396  -0.91715
H  3.37794  3.23073  0.61126
H  3.11940  -2.70754  -3.00973
C  -0.31600  2.95934  2.96807
O  0.92767  -4.66288  0.87906
H  4.96040  -3.52346  0.26601
H  2.82509  2.54058  -3.91927
H  -1.64265  -0.70879  -0.04391
H  -5.13795  1.72430  -0.92379
H  -0.81420  -2.07911  3.79686
H  4.32378  -2.11501  0.95749
H  -5.85420  2.93947  3.15665
H  1.03543  0.88863  0.13711
C  -0.46408  -4.24664  0.62459
O  3.10709  3.00174  1.50334
H  2.62769  1.37486  2.63743
H  0.99233  -1.10925  2.64113
H  -2.28518  -0.01024  -3.54084
H  -0.63115  1.91722  3.02072
H  0.10871  -1.89907  5.29974
H  -5.08428  4.17200  0.43944
O  -5.92249  3.72588  0.58075
O  -3.97001  -3.37475  1.90357
H  2.28368  -3.43049  -0.02065
H  1.59395  -1.32405  0.70696
H  -2.40651  -2.20677  2.12550
C  3.12726  1.74837  -4.60424
H  1.01087  -5.49416  1.35198
C  -4.72307  1.64994  0.08143
C  -1.61442  0.59363  -4.15201
H  -3.67222  -1.52236  1.06383
O  3.00756  -2.91556  -0.38457
H  4.58825  0.60835  -5.34603
H  -1.85362  0.10141  -5.09466
O  4.52063  1.40944  -4.82135
O  -1.49564  2.03336  -3.98196
H  1.46597  -1.01237  -1.53041
H  0.93653  4.76271  -0.59500
H  0.39221  2.78857  4.83953
C  0.18869  -2.04422  4.22241
H  -4.33299  3.36326  2.51500
H  3.63727  -3.58592  1.47562
H  0.56133  -3.04864  4.02149
C  -5.66288  2.39094  1.08427
H  5.07903  -3.90675  -2.96702
O  0.25773  3.57972  -2.21209
H  -3.73042  2.10001  0.09526
C  0.57538  -0.38529  -1.48909
H  -0.22789  -0.88943  -2.02641
H  0.60912  4.26831  -2.78129
O  0.15230  3.48839  4.22771
H  -4.91240  -3.31896  1.72928
C  4.39080  -3.93815  -3.81168
H  -0.41096  -3.17556  0.42948
H  -1.08008  -4.24766  1.52384
H  -6.65219  1.94482  1.18599
H  4.28327  1.49139  2.24356
H  -4.60522  0.59432  0.32617
H  0.84305  0.50664  -2.05558
C  -3.47975  -2.09856  1.96884
H  -1.02649  -4.77134  -0.14773
H  -1.19292  3.38948  2.48425
O  3.60102  -2.69245  -3.84004
O  1.02222  -1.09553  3.60057

These are the Mulliken partial charges, in e, on atoms 1 to 2:
1. H 0.0953
2. H 0.3388

This record from the Open Molecules 2025 dataset describes 11 unconnected molecules or ions with the total composition C16H58N4O11 at a distorted geometry. The level of theory is ωB97M-V/def2-TZVPD.

Relative energy (zero: lowest compared OMol25 entry of this formula, charge and spin)   0.862 eV
Energy   -1690.98576 a.u.
Net charge   0
Maximum force   1.6 eV/A
Structure (SMILES)   COC[C@H](C)N.COC[C@H](C)N.COC[C@H](C)N.COC[C@H](C)N.O.O.O.O.O.O.O
Kohn-Sham gap   8.57 eV

Cartesian coordinates (Å):
C  -3.13941  2.53542  -2.85051
O  -0.06004  3.86734  3.78761
H  2.19111  3.39063  2.57301
O  0.62264  -4.25284  0.81397
H  -3.13137  2.46319  4.51954
C  1.12139  2.18115  -1.51410
H  -0.97140  -1.71971  -4.35606
H  1.54067  -3.39583  2.46898
H  -2.21931  1.11563  -0.05852
C  -0.59415  0.68704  1.38048
C  1.39927  -3.21673  1.39548
H  1.29353  1.60479  0.96980
H  2.29568  0.05735  4.31503
C  -1.62631  -4.88783  -1.12657
N  -0.42167  1.00081  2.79729
H  -2.46794  2.34733  5.88026
H  -0.94499  -4.21698  2.15782
C  -2.07941  0.69984  0.94037
H  -0.04589  2.72101  0.79760
H  -2.53971  -2.62841  -4.18837
H  5.57482  0.57352  -3.92559
H  3.79144  -0.40471  -1.09139
O  1.00919  -1.07938  -1.94247
H  7.68212  0.45083  -1.16493
C  4.38689  -0.76513  1.33539
H  -4.90819  0.29995  -4.54704
H  4.78867  -1.24003  2.22782
H  2.98942  2.12271  2.81714
O  -2.75369  -0.67922  -4.80399
H  -2.45246  -0.33050  0.86140
N  4.95891  0.49451  -3.12930
H  -4.14885  3.96691  2.53466
H  -1.93348  -2.21477  -5.77803
H  -3.86220  3.32320  -3.04715
C  4.75192  0.04535  -0.78262
H  -3.14721  1.93233  -4.84144
O  0.17629  1.42780  -0.77398
O  -3.92673  3.91013  1.60126
H  -0.71745  -4.46437  -1.54988
C  0.25645  1.67963  0.61778
H  1.18847  1.79141  -2.52853
H  -4.40408  0.10780  4.51245
H  1.15234  0.95195  3.76696
H  -4.63447  4.38721  1.15783
H  -2.81195  -5.57309  1.88876
H  -2.71244  -0.25821  -2.77241
C  -2.50704  0.21708  -3.74798
H  0.55899  4.15370  4.46601
C  -3.38691  1.44483  -3.88719
H  -3.34407  -4.52323  0.78494
H  7.37086  1.29245  -2.66072
H  0.73229  3.20264  -1.65125
H  -3.38067  2.14303  -1.84948
O  3.04552  2.98980  2.38534
C  6.89885  0.95948  -1.73561
H  -0.52184  2.00236  2.95996
C  -1.51370  -5.21564  0.34589
H  4.44287  1.07475  -0.53241
O  5.32334  -0.61795  0.31300
H  -0.84823  3.58158  4.27928
C  -0.75483  -4.09581  1.08165
H  3.50937  -1.35111  1.02345
H  -1.09993  -3.11268  0.73244
H  -5.07240  0.74660  -3.02332
H  -1.97524  -5.73764  -1.71722
H  4.17654  -0.10205  -3.36012
H  0.19779  -1.48745  -1.62733
H  -0.92293  -6.11776  0.51115
H  0.94223  -2.23434  1.25914
H  6.06481  -0.98672  -2.07504
H  -0.25528  -0.32382  1.14317
C  5.71077  0.04490  -1.95185
H  -1.16823  0.57808  3.33782
H  -1.44714  0.51130  -3.75643
H  3.95089  0.20112  1.63346
H  -5.45422  0.98311  5.18766
C  -1.97897  -1.87035  -4.74408
H  -2.43170  -4.15782  -1.29362
O  -4.53212  0.97328  4.91282
H  -2.11103  2.86350  -2.71123
O  -2.29651  2.62569  4.97668
N  -2.87301  -5.42115  0.88539
H  0.85468  -0.13376  -1.82960
H  6.66369  1.83487  -1.12648
H  2.37373  -3.30199  0.92045
H  -2.78763  1.16812  1.62542
H  2.07923  2.30691  -1.00715
N  -4.81763  1.11321  -3.94175
O  2.06841  0.96984  4.11900

These are the Mulliken partial charges, in e, on atoms 1 to 2:
1. C -1.2261
2. O -0.5900